(1)
C25H32N2O5 | ωB97M-V/def2-TZVPD

```
64
Properties=species:S:1:pos:R:3
H 4.923 -4.046 -6.058
O -3.712 2.874 3.473
H -2.414 4.698 0.958
C -0.146 2.832 3.372
H -1.840 -1.028 2.100
C 0.556 -3.785 -3.029
C -2.106 -0.011 1.869
C -2.748 0.765 2.824
H -4.044 4.338 1.546
H 0.796 -0.037 -2.195
C -2.191 1.811 0.311
C -0.652 -1.500 -0.316
H 5.308 -6.217 -7.193
O 1.786 -3.491 -4.989
C -1.807 0.507 0.615
C -1.929 3.071 5.143
H -1.996 2.211 -0.676
H -3.418 0.916 4.856
H 1.841 -0.874 -4.207
N -0.777 2.567 4.644
H 2.202 -4.140 -7.437
H 3.746 -6.090 -8.002
C 1.236 -2.919 -3.893
H 0.947 4.570 4.060
H -3.919 -0.548 4.015
C 3.043 -3.597 -7.004
H 3.354 -2.201 -5.382
C -2.828 2.608 1.246
C 1.171 3.585 3.617
H -3.582 4.360 4.799
H 0.320 0.854 5.073
O -2.235 2.923 6.311
C -0.037 -3.304 -1.887
C 1.414 2.604 5.709
C -3.079 2.087 2.520
H -2.252 -0.387 4.557
N -1.145 -0.224 -0.373
H -0.397 1.693 6.484
C 2.516 -2.690 -5.898
H 5.033 -4.948 -8.386
H -3.614 4.029 -0.142
H 1.712 3.724 2.680
O -0.740 -2.225 0.653
H -2.359 4.464 3.504
H -0.786 3.414 2.716
C 0.693 -1.088 -2.430
C -2.889 3.782 4.181
H 0.518 -4.832 -3.282
C -3.100 0.159 4.147
H -1.054 0.256 -1.257
H 3.486 -2.974 -7.783
H -0.551 -3.969 -1.210
C -3.251 4.001 0.884
O 2.029 2.862 4.464
H 0.071 1.874 2.883
C 1.307 -1.565 -3.574
H 2.133 2.024 6.288
H 1.863 -1.916 -6.324
H 1.206 3.552 6.228
H 3.624 -5.181 -5.682
C 4.077 -4.593 -6.482
C 0.109 1.827 5.528
C 0.005 -1.943 -1.577
C 4.572 -5.519 -7.584
```

Results
- SMILES = CCCCOc1ccc(C(=O)Nc2cc(C)c(OCC(=O)N3CCOCC3)c(C)c2)cc1
- E_LUMO (eV) = 0.457
- energy relative to the best compared isomer or geometry (same formula, charge and spin) (kJ/mol) = 94.3
- strongest force on any atom (eV/Å) = 0.60
- highest occupied orbital energy (eV) = -8.24
- total charge = 0
- orbital gap (eV) = 8.7

Löwdin population analysis, charges in e, atoms 1 to 4:
1. H 0.11
2. O -0.05
3. H 0.08
4. C -0.11

(2)
C25H32N4O2S | ωB97M-V/def2-TZVPD

```
64
Properties=species:S:1:pos:R:3
H -2.899 1.491 2.598
H 1.330 3.142 0.153
H 1.288 1.802 -2.469
H 0.376 -4.171 -2.297
N -1.093 1.621 -0.246
C -0.059 -3.672 -1.426
H 3.583 4.001 0.065
H 4.789 2.796 -0.426
C 3.371 0.749 0.873
C 2.130 -1.918 -1.928
C 4.082 3.079 0.358
C 2.139 0.056 0.956
H 3.649 1.050 -2.491
C 1.118 1.004 0.651
H -0.780 0.722 1.584
H 0.588 -3.828 -0.557
H -4.022 0.497 -0.772
H -4.213 -1.100 2.511
C 0.512 -0.142 -2.098
C -1.384 1.362 -1.530
C -3.200 -0.961 2.091
H -2.518 -0.708 2.907
C -4.059 -0.268 0.002
C 2.855 0.339 -2.322
H -4.275 -1.917 -1.384
C 1.751 2.191 0.421
H -1.710 -2.156 1.092
H -1.118 2.964 1.315
N 3.105 2.048 0.551
C -0.346 0.697 0.581
H -5.103 -0.372 0.350
O -3.576 -2.625 0.364
H -0.487 -0.315 0.196
H -2.801 -3.091 2.159
C 4.545 -1.238 1.403
H 2.382 -2.955 -1.777
N -3.176 0.100 1.098
H -3.511 3.486 1.266
C 2.132 -1.300 1.279
H -1.624 3.621 -0.259
C 1.537 0.764 -2.308
C -2.748 -2.269 1.442
C -3.591 -1.592 -0.598
N -0.846 0.256 -2.130
H 4.643 3.259 1.280
O -0.272 -2.302 -1.670
C -3.490 1.394 1.681
C 0.807 -1.501 -1.900
H -4.556 1.451 1.969
C -1.697 2.759 0.412
H -2.583 -1.464 -1.018
C -3.180 2.576 0.763
H 5.469 -1.769 1.579
H -3.746 2.490 -0.162
C 4.583 0.104 1.097
C 3.334 -1.931 1.496
H -1.045 -4.088 -1.223
H 5.521 0.635 1.032
C 3.145 -0.998 -2.136
H 3.353 -2.982 1.746
H -1.326 0.015 -2.990
H 4.169 -1.339 -2.148
H 1.198 -1.838 1.360
S -2.449 2.285 -2.413
```

Results
- SMILES = COc1ccccc1NC(=S)N(CCCN1CCOCC1)Cc1cn(C)c2ccccc12
- E_LUMO (eV) = 0.638
- energy relative to the best compared isomer or geometry (same formula, charge and spin) (kJ/mol) = 198.5
- strongest force on any atom (eV/Å) = 0.79
- highest occupied orbital energy (eV) = -7.67
- total charge = 0
- orbital gap (eV) = 8.3

Löwdin population analysis, charges in e, atoms 1 to 4:
1. H 0.12
2. H 0.13
3. H 0.13
4. H 0.10

(3)
C25H32N4O4S | ωB97M-V/def2-TZVPD

```
66
Properties=species:S:1:pos:R:3
H 10.232 1.302 0.435
O -1.509 2.073 1.307
C 8.436 -2.819 -0.109
C 7.026 -1.041 0.015
N -7.281 -0.729 -0.033
H -3.075 -1.673 1.062
N -1.136 0.846 -0.875
H -5.364 -3.346 0.276
H -8.055 -2.593 0.581
H -8.091 -2.454 -1.954
C -0.350 1.974 -1.325
H -10.532 -0.034 -0.262
N 7.199 -2.352 -0.123
C 8.081 -0.145 0.171
H 1.036 0.921 0.858
H -0.768 -0.045 -1.168
H 10.541 -2.448 0.044
C -5.869 -2.488 0.717
H 11.112 -0.004 1.242
C -5.556 1.094 -0.106
H -0.743 2.836 -0.783
H -6.005 -2.685 1.783
C -5.994 -0.205 0.104
H 3.460 2.683 0.240
C -3.347 0.369 0.509
O 5.784 1.603 0.176
H 11.221 0.174 -0.504
C -8.418 0.018 -0.172
H -9.780 -1.510 -0.885
H -9.841 -1.215 0.859
C -3.780 -0.930 0.728
C 1.492 1.808 0.413
H 3.220 -0.352 0.352
C 9.374 -0.641 0.184
C 3.283 0.616 -1.577
C 9.551 -2.017 0.039
C 3.622 0.570 -0.080
C -5.112 -1.208 0.524
H 8.525 -3.891 -0.224
S -1.624 0.769 0.728
H 7.880 0.908 0.278
H -3.821 2.361 -0.032
H 1.543 0.677 -2.848
H 3.709 -0.253 -2.086
C 5.139 0.587 0.058
N 5.688 -0.663 -0.012
H -6.330 -2.400 -1.938
C 1.771 0.647 -1.780
C 3.001 1.773 0.629
H 3.223 1.719 1.696
C 10.551 0.267 0.349
C 1.162 1.863 -1.078
O -8.387 1.223 -0.299
H 1.616 2.767 -1.502
H 1.343 -0.269 -1.365
H -6.243 1.863 -0.413
C -7.206 -2.760 -1.403
C -4.212 1.367 0.106
H 5.071 -1.458 -0.116
H 1.065 2.676 0.917
H 3.730 1.512 -2.011
H -7.178 -3.846 -1.370
O -0.971 -0.345 1.365
C -9.723 -0.746 -0.116
H -0.543 2.108 -2.395
C -7.209 -2.193 0.018
```

Results
- SMILES = CC(=O)N1c2ccc(S(=O)(=O)NC[C@H]3CC[C@H](C(=O)Nc4cc(C)ccn4)CC3)cc2C[C@@H]1C
- E_LUMO (eV) = 0.532
- energy relative to the best compared isomer or geometry (same formula, charge and spin) (kJ/mol) = 11.6
- strongest force on any atom (eV/Å) = 0.86
- highest occupied orbital energy (eV) = -8.56
- total charge = 0
- orbital gap (eV) = 9.1

Löwdin population analysis, charges in e, atoms 1 to 4:
1. H 0.08
2. O -0.28
3. C -0.15
4. C -0.28

(4)
C25H32N4O5 | ωB97M-V/def2-TZVPD

```
66
Properties=species:S:1:pos:R:3
H -0.519 -1.480 2.404
C 1.892 -3.744 2.117
H 4.232 -5.621 3.192
H 2.684 1.969 3.143
O -3.789 1.063 -5.171
H 4.946 -4.825 1.795
C -0.569 2.799 0.340
H -2.723 -2.287 2.171
N 0.363 1.882 0.639
H 3.503 0.701 0.651
H -5.353 1.523 -3.195
C -3.389 1.070 -3.864
C 2.157 2.859 2.810
C 2.058 2.377 -1.054
C -2.072 -0.072 0.911
C 2.963 -1.707 3.547
H 3.346 -0.867 4.112
H -0.692 0.617 -1.877
C 1.185 -2.582 2.428
H -0.690 0.614 -6.393
C -1.441 1.029 -5.720
C -1.719 0.800 -2.148
C -2.837 0.506 -6.051
C 2.376 3.110 1.322
H 2.079 -0.092 -0.019
C -2.060 0.830 -3.492
H -1.783 -1.532 -0.622
C -3.992 1.311 -1.547
C -2.683 1.030 -1.179
H 4.756 -2.873 3.668
C -0.950 -3.139 1.301
H 2.142 0.291 1.699
H -2.039 2.269 1.840
N -2.306 1.042 0.193
C -4.341 1.322 -2.883
C 2.420 0.643 0.709
C 3.744 -2.819 3.299
H 3.126 2.455 -1.235
H -2.703 3.080 0.389
H 1.649 1.616 -1.716
C 4.002 -5.095 2.266
C 1.803 2.008 0.410
H -3.142 0.793 -7.058
H -2.844 -0.589 -5.962
H 1.417 -4.523 1.544
C -2.364 -2.579 1.183
H 2.527 3.707 3.382
H -2.993 -3.382 0.797
H 1.099 2.738 3.030
H 1.589 3.327 -1.290
C -2.444 -1.377 0.234
H 0.090 1.119 1.243
H -3.459 -1.279 -0.156
C -1.983 2.344 0.750
O -0.382 3.861 -0.216
N -0.134 -2.363 2.061
H -4.733 1.511 -0.789
O -0.621 -4.172 0.757
O -1.072 0.633 -4.416
H 3.458 -5.767 1.609
N 1.716 -1.580 3.124
H -1.437 2.125 -5.791
O -1.609 -0.012 2.045
H 1.897 4.049 1.043
H 3.445 3.204 1.121
C 3.198 -3.868 2.560
```

Results
- SMILES = CCC(C)(C)NC(=O)CN(C(=O)CCC(=O)Nc1cc(C)ccn1)c1ccc2c(c1)OCCO2
- E_LUMO (eV) = 0.633
- energy relative to the best compared isomer or geometry (same formula, charge and spin) (kJ/mol) = 0.0
- strongest force on any atom (eV/Å) = 0.75
- highest occupied orbital energy (eV) = -8.63
- total charge = 0
- orbital gap (eV) = 9.3

Löwdin population analysis, charges in e, atoms 1 to 4:
1. H 0.11
2. C 0.04
3. H 0.09
4. H 0.06